No. 1
A cluster of 3 separate species, C18H38BN6O5 in total in a non-equilibrium geometry. Source: the OMol25 dataset; level of theory: ωB97M-V with the def2-TZVPD basis set.

## Properties
- HOMO-LUMO gap: 6.35 eV
- Total energy: -1437.84389 Eh
- HOMO: -10.9 eV
- Lowest unoccupied orbital energy: -4.6 eV

ORCA input file:
```
! wB97M-V def2-TZVPD RIJCOSX def2/J DEFGRID3
* xyz 1 1
C 6.010 -0.643 0.192
C 5.515 0.468 -0.860
B 4.319 1.421 -0.282
O 4.409 2.838 -0.390
C 3.032 0.638 0.394
N 2.471 -0.322 -0.433
N 1.491 -0.925 0.201
O 0.918 -1.922 -0.537
C -0.490 -1.642 -0.797
C -0.801 -0.196 -1.385
N -2.265 0.048 -1.112
C -2.488 0.546 0.269
C -3.300 -0.455 1.231
C -2.604 -0.631 2.685
O -3.627 -1.729 0.645
C 0.990 -0.742 1.479
C 1.506 0.312 2.428
C 2.664 1.077 1.790
C 3.440 2.250 2.523
N 2.932 3.598 2.066
H 7.127 -0.868 0.069
H 5.447 -1.619 0.015
H 5.821 -0.265 1.245
H 6.444 1.070 -1.156
H 5.147 -0.044 -1.811
H 4.889 3.026 -1.230
H -0.816 -2.394 -1.600
H -1.121 -1.911 0.122
H -0.248 0.661 -0.884
H -0.686 -0.108 -2.512
H -2.647 0.698 -1.811
H -3.115 1.504 0.165
H -1.541 0.854 0.822
H -4.307 0.052 1.455
H -3.244 -0.165 3.516
H -1.583 -0.104 2.738
H -2.506 -1.738 2.979
H -3.022 -2.399 1.020
H 0.146 -1.412 1.842
H 1.096 0.502 3.459
H 4.570 2.166 2.504
H 3.140 2.184 3.631
H 2.417 3.404 1.191
H 2.201 3.913 2.730
C -5.221 -4.701 2.637
O -4.195 -4.074 2.844
N -5.682 -5.068 1.411
C -6.912 -5.814 1.238
C -4.911 -4.697 0.242
H -5.875 -5.028 3.461
H -6.689 -6.760 0.738
H -7.600 -5.230 0.623
H -7.382 -6.022 2.200
H -3.911 -5.131 0.321
H -4.821 -3.609 0.208
H -5.395 -5.054 -0.668
C 0.628 3.169 -3.535
O 0.098 2.844 -2.487
N 1.629 4.080 -3.659
C 2.211 4.417 -4.943
C 2.131 4.737 -2.466
H 0.321 2.731 -4.498
H 3.280 4.187 -4.923
H 2.073 5.484 -5.130
H 1.740 3.850 -5.747
H 2.513 3.982 -1.774
H 1.312 5.273 -1.981
H 2.927 5.436 -2.721
*
```

---

No. 2
A cluster of 2 separate species, C3H10N2O2 in total in a non-equilibrium geometry. Source: the OMol25 dataset; level of theory: ωB97M-V with the def2-TZVPD basis set.

## Properties
- HOMO-LUMO gap (spin up / spin down): 10.42 / 4.63 eV
- Total energy: -379.92216 Eh
- HOMO (spin up / spin down): -14.3 / -14.3 eV
- Lowest unoccupied orbital energy (spin up / spin down): -3.9 / -9.7 eV
- Energy above the lowest of the compared OMol25 structures with the same formula, charge and spin: 2.682 eV

ORCA input file:
```
! wB97M-V def2-TZVPD RIJCOSX def2/J DEFGRID3
* xyz 1 2
C -1.116 1.699 -0.660
N -0.968 0.418 0.154
C 0.082 -0.138 0.897
N 1.083 0.706 1.447
O 0.234 -1.328 1.237
C 0.007 1.872 -1.629
H -1.187 2.595 0.073
H -2.052 1.569 -1.133
H -1.781 -0.082 -0.038
H 1.892 0.196 1.808
H 0.814 1.386 2.160
H -0.198 2.377 -2.509
H 0.375 0.848 -2.105
H 0.833 2.380 -1.069
H 0.153 -2.305 -0.430
H 1.186 -3.382 -0.781
O 0.432 -2.929 -1.090
*
```